A.
ORCA calculation (ωB97M-V/def2-TZVPD) on a 2-piece molecular cluster, C5H14 overall.

Geometry (Å):
C  2.2483  0.0002  0.7814
C  1.4152  -0.3795  2.0636
H  2.5459  1.0131  0.8892
H  3.1518  -0.4854  0.9457
H  1.6836  -0.1157  -0.1189
H  1.8009  -1.2586  2.4788
H  0.3048  -0.4501  1.7949
H  1.5386  0.3749  2.7628
C  -1.9260  0.0721  -1.4422
C  -1.6888  0.8971  -0.1510
C  -0.5873  -0.6855  -1.7355
H  -2.8374  -0.4708  -1.2690
H  -2.0491  0.8160  -2.3021
H  -0.7780  1.4778  0.0128
H  -0.6334  -1.6664  -1.3775
H  -0.2774  -0.9224  -2.7810
H  0.2568  -0.1474  -1.1907
H  -2.4808  1.6003  -0.1042
H  -1.6877  0.3305  0.7429

Computed properties:
molar mass = 74.17 g/mol
SMILES string = CCC.CC
E_HOMO = -11.270 eV

natural (NBO) atomic charge list, values in e, 8 entries: C -0.61; C -0.60; H 0.20; H 0.21; H 0.20; H 0.20; H 0.20; H 0.20

B.
ORCA calculation (ωB97M-V/def2-TZVPD) on a 2-piece molecular cluster, C5H14 overall.

Geometry (Å):
C  -0.3293  1.2048  -1.4206
C  -0.1055  1.5605  -2.8987
H  0.6327  1.3128  -0.9223
H  -1.1477  1.7495  -0.9532
H  -0.5951  0.1531  -1.3031
H  0.0449  2.6469  -2.9508
H  -0.9455  1.2342  -3.4978
H  0.8904  1.2516  -3.2157
C  0.1316  -0.3765  1.6081
C  -1.1016  -1.2472  1.8675
C  1.3559  -1.2306  1.2288
H  -0.0130  0.3672  0.8370
H  0.4178  0.1025  2.5390
H  -1.3279  -1.3449  2.9034
H  -1.0091  -2.2163  1.3712
H  1.4096  -1.4683  0.1655
H  2.3226  -0.7435  1.4009
H  -1.9921  -0.8526  1.3625
H  1.3612  -2.1033  1.8781

Computed properties:
molar mass = 74.17 g/mol
SMILES string = CCC.CC
E_HOMO = -11.358 eV

natural (NBO) atomic charge list, values in e, 8 entries: C -0.61; C -0.61; H 0.20; H 0.21; H 0.20; H 0.20; H 0.21; H 0.21

C.
ORCA calculation (ωB97M-V/def2-TZVPD) on a 2-piece molecular cluster, C5H14 overall.

Geometry (Å):
C  0.5683  -1.4158  1.0628
C  0.5189  -2.8796  1.5104
H  1.4859  -1.0090  1.5256
H  0.7003  -1.2762  -0.0217
H  -0.3088  -0.7877  1.2795
H  0.6132  -2.8625  2.6603
H  1.4131  -3.3890  1.2547
H  -0.3550  -3.3711  1.2732
C  0.2183  1.4245  -1.2591
C  -0.1290  1.5013  0.2894
C  -1.1475  1.6532  -1.9831
H  1.0706  2.0996  -1.5415
H  0.6927  0.4788  -1.4119
H  -0.9992  0.8843  0.6073
H  -0.5828  2.4755  0.4327
H  -1.8248  0.8120  -1.8596
H  -1.5631  2.5037  -1.5063
H  0.7966  1.3743  0.7578
H  -1.1676  1.7839  -3.0705

Computed properties:
molar mass = 74.17 g/mol
SMILES string = CCC.CC
E_HOMO = -11.121 eV

natural (NBO) atomic charge list, values in e, 8 entries: C -0.61; C -0.60; H 0.20; H 0.20; H 0.21; H 0.19; H 0.20; H 0.20

D.
ORCA calculation (ωB97M-V/def2-TZVPD) on a 2-piece molecular cluster, C5H14 overall.

Geometry (Å):
C  1.1121  -0.3671  -0.6490
C  0.4581  -0.6195  -1.9850
C  2.3703  0.4659  -0.9051
H  0.3185  0.1611  -0.1274
H  1.3470  -1.2045  0.0142
H  1.0163  -1.3507  -2.5776
H  0.2079  0.2342  -2.6073
H  3.0120  0.1918  -1.7400
H  2.0663  1.5160  -0.9189
H  -0.4742  -1.1953  -1.9309
H  3.0312  0.4573  -0.0319
C  -2.1429  0.3293  0.9916
C  -1.6485  0.1360  2.4146
H  -2.8727  1.1311  0.9139
H  -1.3925  0.5212  0.2459
H  -2.7555  -0.5491  0.8050
H  -0.9504  -0.6916  2.4786
H  -2.4874  -0.0733  3.0877
H  -1.1439  0.9499  2.9461

Computed properties:
molar mass = 74.17 g/mol
SMILES string = CCC.CC
E_HOMO = -11.103 eV

natural (NBO) atomic charge list, values in e, 8 entries: C -0.41; C -0.62; C -0.61; H 0.20; H 0.20; H 0.20; H 0.21; H 0.21

Of them, the most stable is B and the least stable is A.